Record 1
89
Properties=species:S:1:pos:R:3:forces:R:3:lowdin_charge:R:1 method="wB97M-V/def2-TZVPD" e_homo_ev="-6.749 / -6.855" multiplicity=1 e_above_lowest_kj_mol=0.0 fmax_ev_per_a=1.241 total_energy_ha=-4216.02743 charge=0 molar_mass_g_mol=916.02
Mo 0.11358 -0.17110 -0.15677 0.53 -0.78 -0.81 1.182
C -3.53785 1.59951 0.41038 0.01 0.06 -0.01 -0.074
C -3.42723 0.15112 0.74041 -0.02 0.05 -0.07 -0.618
N -2.34933 -0.58532 0.67424 0.10 0.07 -0.01 0.017
C -2.63201 -1.90724 0.92837 -0.13 -0.08 0.07 -0.342
C -3.93372 -2.17564 1.21203 0.07 0.04 -0.05 -0.335
S -4.84314 -0.73637 1.14908 0.06 0.01 0.01 1.080
C -1.53202 -2.86005 0.89747 -0.04 -0.15 0.11 -0.331
C -1.57082 -4.14060 1.34848 0.07 0.10 -0.04 -0.335
S -0.01737 -4.82641 1.22951 -0.05 0.07 -0.03 1.106
C 0.60363 -3.36554 0.57714 0.04 -0.03 0.02 -0.612
N -0.30646 -2.42892 0.44260 -0.04 0.14 0.01 -0.028
C 2.05732 -3.29558 0.27098 0.03 0.07 -0.02 -0.128
H -2.54505 2.02696 0.29692 -0.05 0.00 0.02 0.037
H -4.06229 2.13452 1.20228 0.00 0.02 0.01 0.081
H -4.10613 1.72261 -0.51349 -0.03 0.00 -0.04 0.082
H -4.38309 -3.12333 1.44544 -0.02 -0.08 0.02 0.079
H -2.40292 -4.67100 1.77269 -0.07 -0.03 0.04 0.076
H 2.54801 -4.19850 0.63042 0.03 -0.03 0.02 0.074
H 2.50289 -2.42926 0.76333 -0.01 -0.05 -0.06 0.059
H 2.20949 -3.19359 -0.80248 0.00 -0.02 0.04 0.021
S 4.79167 5.23479 -1.20278 0.03 -0.03 0.05 1.054
C 6.08457 5.13654 -0.09077 -0.02 -0.01 0.00 -0.412
C 5.94060 4.08625 0.76116 0.01 0.04 -0.03 -0.174
C 4.75891 3.34513 0.51081 -0.04 0.06 -0.08 -0.107
C 4.02372 3.84658 -0.52906 0.05 0.01 0.04 -0.482
C 2.75322 3.34831 -1.05862 -0.12 -0.02 -0.05 -0.172
C 2.21361 2.14858 -0.54755 -0.05 0.08 -0.02 -0.051
N 1.07239 1.65689 -0.95937 -0.10 0.16 -0.15 -0.133
C 0.36891 2.30028 -1.91496 0.13 -0.01 0.05 -0.169
C 0.81611 3.49257 -2.48931 -0.04 -0.08 0.06 -0.118
C 0.00579 4.12222 -3.49483 -0.04 -0.07 0.00 -0.006
C -1.15363 3.56269 -3.90074 0.04 0.00 0.04 -0.012
C -1.61321 2.31889 -3.34421 -0.05 -0.07 0.00 -0.122
C -2.78664 1.67929 -3.76313 -0.01 -0.16 0.16 0.064
C -3.14302 0.45915 -3.21499 0.11 0.21 -0.08 -0.185
C -2.30113 -0.08190 -2.22943 0.19 0.07 0.02 -0.094
N -1.21894 0.51898 -1.77495 -0.30 0.22 -0.32 -0.043
C -0.85736 1.70311 -2.34050 -0.02 -0.17 0.08 -0.147
C -4.35023 -0.26474 -3.61915 -0.06 -0.01 -0.05 -0.474
C -5.21338 0.03192 -4.63752 0.04 -0.06 0.05 -0.116
C -6.28787 -0.88565 -4.73993 0.01 -0.04 0.06 -0.177
C -6.22602 -1.86324 -3.79575 0.04 0.03 -0.02 -0.404
S -4.86497 -1.68131 -2.78178 -0.06 0.03 -0.02 1.060
C 2.03538 4.01286 -2.03425 0.02 -0.07 0.11 0.035
H 6.88146 5.85847 -0.12756 0.05 0.04 0.00 0.065
H 6.64765 3.84595 1.53959 0.03 0.00 0.02 0.105
H 4.47226 2.48001 1.08694 -0.02 -0.06 0.03 0.113
H 2.70851 1.58210 0.23043 0.01 -0.01 -0.03 0.127
H 0.34724 5.05453 -3.92432 0.01 0.03 -0.02 0.118
H -1.75766 4.03662 -4.66261 -0.02 0.02 -0.03 0.116
H -3.40188 2.14955 -4.51822 -0.03 0.01 -0.03 0.123
H -2.51435 -1.05310 -1.79873 0.02 0.06 0.01 0.094
H -5.08553 0.86899 -5.30528 0.02 0.06 -0.03 0.108
H -7.06604 -0.82169 -5.48256 -0.06 0.00 -0.05 0.104
H -6.90203 -2.68592 -3.64546 -0.06 -0.06 0.01 0.067
H 2.39752 4.94536 -2.45041 0.01 0.01 -0.01 0.103
O 2.76394 -1.31088 2.87831 -0.09 -0.02 0.01 0.039
C 1.61114 -0.94335 2.67797 0.15 0.03 -0.02 -0.587
O 1.18071 -0.49275 1.56074 0.05 0.10 0.20 -0.243
C 0.60780 -1.02566 3.81602 -0.03 -0.02 -0.01 -0.100
C -0.71467 -0.62245 3.65702 0.09 0.02 -0.01 -0.011
C -1.62217 -0.76221 4.69413 0.08 0.00 0.01 0.013
C -1.17388 -1.29362 5.89003 0.03 0.00 -0.04 -0.148
C 0.13983 -1.68560 6.08689 -0.04 0.02 0.00 0.012
C 1.02962 -1.54986 5.03632 -0.05 0.00 -0.10 0.007
N -2.13187 -1.44481 6.99582 -0.05 -0.02 0.02 -0.354
O -1.70451 -1.82880 8.06660 -0.08 0.02 -0.02 0.073
O -3.29826 -1.17987 6.77083 0.05 -0.02 0.08 0.067
H -1.02036 -0.16730 2.72711 -0.01 0.00 -0.04 0.073
H -2.65491 -0.46477 4.59111 -0.02 0.02 0.00 0.116
H 0.44133 -2.08857 7.04208 0.00 0.00 0.00 0.118
H 2.06149 -1.85342 5.13531 0.04 0.00 -0.01 0.120
C -0.17858 4.88311 2.15073 0.01 0.00 0.03 -0.052
C -0.47713 3.52649 2.80024 0.01 0.01 0.01 -0.624
C 0.59935 3.20676 3.84643 -0.01 -0.02 -0.01 -0.042
C -1.85167 3.56896 3.47830 0.01 0.02 0.00 -0.050
C -0.46095 2.47954 1.76796 -0.14 0.17 -0.04 -0.112
C -0.44057 1.60970 0.92194 0.14 -0.15 0.39 -0.144
H -0.15728 5.66824 2.90913 0.00 0.03 0.02 0.083
H -0.94184 5.13346 1.41320 -0.02 0.00 -0.02 0.082
H 0.78860 4.86139 1.64703 0.02 0.00 -0.01 0.078
H 0.59734 3.96460 4.63199 0.00 0.03 0.03 0.084
H 1.58706 3.18546 3.38549 0.03 -0.01 -0.01 0.084
H 0.41697 2.23235 4.30181 0.00 -0.01 0.00 0.078
H -1.85475 4.31062 4.27907 -0.01 0.03 0.02 0.084
H -2.09833 2.59806 3.90822 0.00 -0.04 0.02 0.078
H -2.62828 3.83648 2.76070 -0.03 0.00 -0.03 0.075
S 1.39627 -0.92390 -1.78742 -0.34 0.25 0.53 0.151

***

Record 2
57
Properties=species:S:1:pos:R:3:forces:R:3:lowdin_charge:R:1 method="wB97M-V/def2-TZVPD" e_homo_ev=-8.711 multiplicity=1 e_above_lowest_kj_mol=387.6 fmax_ev_per_a=0.566 total_energy_ha=-1212.30710 charge=0 molar_mass_g_mol=379.50 smiles=C(#CCN1CCOCC1)COCCCOC(c1ccccc1)c1ccccc1
C -3.31475 -1.88139 -1.37702 -0.16 0.33 0.03 0.015
C -3.76065 -0.76817 -1.33475 0.21 -0.51 -0.13 0.000
C -4.25223 0.59614 -1.18768 -0.18 0.45 0.10 -0.196
N -3.70521 1.29099 -0.03189 -0.09 0.05 -0.03 -0.167
C -2.27198 1.50990 -0.12517 0.13 0.20 0.25 -0.163
C -1.82707 2.36185 1.06190 0.15 0.05 -0.43 -0.182
O -2.13865 1.73988 2.28682 0.09 -0.14 0.14 -0.128
C -3.52490 1.50732 2.37654 -0.31 -0.19 -0.03 -0.196
C -4.02212 0.63352 1.22503 0.11 0.18 0.27 -0.164
C -2.75533 -3.22600 -1.33114 0.15 -0.37 -0.01 -0.215
O -2.44414 -3.63325 -0.01065 -0.15 -0.23 -0.12 -0.133
C -1.44575 -2.86335 0.62239 0.35 0.15 0.06 -0.219
C -0.02067 -3.30408 0.27072 -0.20 0.34 0.14 -0.126
C 0.99784 -2.29972 0.79514 0.06 -0.49 0.08 -0.204
O 0.88091 -1.12062 0.03211 -0.03 0.31 -0.18 -0.120
C 1.67650 -0.05384 0.50676 0.12 0.13 0.11 -0.263
C 3.16161 -0.34978 0.40516 -0.01 -0.18 0.17 -0.184
C 3.67690 -0.84698 -0.78510 -0.02 -0.01 0.05 -0.022
C 5.02898 -1.10835 -0.90559 -0.04 -0.02 -0.10 -0.073
C 5.88035 -0.86523 0.15962 0.11 0.01 0.08 -0.091
C 5.37272 -0.36574 1.34636 0.16 0.01 0.03 -0.081
C 4.01745 -0.11246 1.47052 -0.16 -0.02 -0.08 -0.034
C 1.39953 1.18239 -0.31795 -0.22 -0.06 0.03 -0.173
C 1.78453 2.42705 0.16528 0.00 -0.08 -0.05 -0.043
C 1.57402 3.56545 -0.59086 0.06 0.06 0.08 -0.081
C 0.97683 3.47129 -1.83700 -0.04 0.08 -0.09 -0.090
C 0.59556 2.23316 -2.32307 0.02 0.06 -0.10 -0.083
C 0.80932 1.09197 -1.56943 0.01 -0.10 0.09 -0.037
H -5.34282 0.57845 -1.08316 0.09 0.06 -0.11 0.124
H -3.99745 1.17630 -2.08076 -0.13 -0.04 0.05 0.125
H -2.05022 2.04061 -1.05369 0.04 -0.03 0.01 0.122
H -1.70622 0.56300 -0.11958 -0.02 0.04 -0.04 0.115
H -0.74511 2.50062 1.04642 -0.11 0.04 -0.05 0.107
H -2.32401 3.34270 1.00770 0.06 -0.05 -0.01 0.130
H -3.69337 1.01377 3.33532 -0.06 0.04 -0.06 0.124
H -4.06338 2.46744 2.35840 0.02 -0.09 0.03 0.126
H -5.10575 0.51395 1.29804 0.00 -0.04 0.04 0.128
H -3.55108 -0.36148 1.29594 -0.06 0.04 0.00 0.123
H -1.86801 -3.27213 -1.98207 -0.16 -0.08 0.07 0.122
H -3.49436 -3.95011 -1.68880 0.19 0.10 -0.05 0.131
H -1.61581 -2.98856 1.69596 0.04 0.09 -0.07 0.133
H -1.56382 -1.80200 0.36916 -0.03 -0.08 0.11 0.100
H 0.08906 -3.36314 -0.81326 0.05 -0.07 -0.04 0.115
H 0.17783 -4.28986 0.69226 0.03 -0.03 -0.03 0.121
H 0.80575 -2.08100 1.85777 0.05 0.01 -0.05 0.136
H 2.01602 -2.70897 0.71047 -0.15 0.08 0.07 0.129
H 1.42092 0.14830 1.56223 0.06 -0.02 -0.16 0.160
H 3.00535 -1.03115 -1.61050 -0.07 -0.03 -0.12 0.122
H 5.42105 -1.49920 -1.83318 0.03 -0.03 -0.07 0.103
H 6.93732 -1.06602 0.06506 0.08 -0.02 0.00 0.100
H 6.03270 -0.17683 2.18038 0.06 0.01 0.06 0.102
H 3.62288 0.26945 2.40183 -0.06 0.02 0.10 0.113
H 2.25145 2.50180 1.13703 0.05 0.02 0.12 0.119
H 1.87522 4.52877 -0.20634 0.02 0.08 0.04 0.103
H 0.81173 4.36106 -2.42651 -0.02 0.07 -0.05 0.100
H 0.13221 2.15353 -3.29597 -0.04 -0.01 -0.08 0.105
H 0.50741 0.12517 -1.93923 -0.07 -0.10 -0.05 0.117

***

Record 3
58
Properties=species:S:1:pos:R:3:forces:R:3:lowdin_charge:R:1 method="wB97M-V/def2-TZVPD" e_homo_ev="-13.513 / -13.545" multiplicity=5 e_above_lowest_kj_mol=70.4 fmax_ev_per_a=1.209 total_energy_ha=-2769.86140 charge=+2 molar_mass_g_mol=474.52
Mn 0.22999 1.20126 -0.03514 1.15 0.34 0.13 0.761
C 4.23415 1.28094 1.56409 0.06 0.00 0.15 0.027
C 2.78295 1.29608 1.24809 -0.05 -0.23 0.90 -0.194
N 2.26030 1.49564 0.10206 0.13 0.21 -0.38 -0.016
N 3.02273 1.76469 -1.00098 -0.54 -0.12 -0.03 0.050
C 2.37728 1.91538 -2.18622 0.10 -0.07 0.32 -0.721
N 3.11969 2.20896 -3.23225 -0.01 0.07 -0.32 0.170
S 0.69188 1.73839 -2.30957 0.03 0.17 0.26 0.895
C 1.77386 1.06172 2.32996 0.22 0.11 -0.64 -0.178
C 2.09275 1.00453 3.65594 0.12 -0.07 0.56 0.036
C 1.06359 0.83886 4.58817 0.20 0.03 0.04 0.021
C -0.23770 0.73393 4.14804 -0.16 -0.03 0.07 0.014
C -0.49292 0.80104 2.78642 0.00 -0.10 -0.02 -0.044
N 0.49265 0.95928 1.91070 0.15 0.02 -0.06 0.017
H 4.87086 1.14789 0.69523 0.02 0.00 -0.07 0.087
H 4.44669 0.45263 2.24029 0.02 0.04 0.00 0.111
H 4.52149 2.20687 2.06920 0.01 -0.01 -0.01 0.126
H 4.01543 1.89232 -0.90309 0.18 0.05 0.01 0.156
H 4.11334 2.37298 -3.17932 0.01 -0.01 -0.02 0.142
H 2.67536 2.32469 -4.13086 0.04 0.01 -0.02 0.134
H 3.12262 1.09063 3.97645 -0.08 0.01 0.05 0.131
H 1.29060 0.79914 5.64675 0.00 -0.01 -0.07 0.137
H -1.06140 0.60389 4.83704 0.05 0.01 -0.01 0.134
H -1.49237 0.72651 2.37935 0.00 0.02 0.01 0.129
C 1.56479 -1.53904 -2.81490 -0.08 -0.06 -0.06 -0.092
C 1.48057 -1.70053 -1.29626 -0.12 -0.28 -0.07 -0.203
C 0.23893 -2.45263 -0.85617 0.41 -0.11 -0.22 -0.171
C 0.21444 -3.83493 -0.97950 0.22 -0.01 -0.02 -0.025
C -0.91455 -4.55963 -0.64122 0.00 -0.09 -0.01 -0.040
C -2.02889 -3.90395 -0.15479 -0.07 0.00 0.08 -0.022
C -2.05055 -2.52013 -0.00535 -0.28 0.01 0.18 -0.156
C -3.29202 -1.90118 0.62329 0.12 -0.05 -0.19 -0.197
C -4.53529 -1.98615 -0.26564 -0.01 0.00 -0.09 -0.074
C -0.90851 -1.81423 -0.39864 -0.07 0.77 0.05 -0.153
N -0.90486 -0.37080 -0.32340 -0.76 0.13 -0.55 -0.018
C -1.83186 0.32752 -0.95250 -0.39 -0.16 0.13 -0.105
C -2.00757 1.72432 -0.77079 -0.37 -0.25 0.10 -0.385
C -2.95679 2.55460 -1.37756 -0.06 -0.01 -0.17 0.005
C -2.80194 3.80865 -0.80823 -0.08 0.24 0.02 -0.036
C -1.75596 3.71501 0.11337 0.22 0.02 0.02 -0.097
N -1.26382 2.46421 0.17311 -0.55 -0.33 -0.52 -0.065
H 2.50386 -1.06579 -3.11950 -0.07 -0.02 0.04 0.072
H 0.73394 -0.93687 -3.19181 0.07 -0.12 0.01 0.050
H 1.51329 -2.51263 -3.30361 0.03 0.02 0.02 0.088
H 1.50843 -0.71353 -0.83384 0.06 0.05 0.11 0.036
H 2.36508 -2.23132 -0.93445 -0.05 -0.03 0.00 0.123
H 1.09741 -4.34714 -1.34967 -0.06 0.03 0.03 0.127
H -0.91895 -5.63741 -0.73975 0.00 0.03 -0.01 0.120
H -2.90258 -4.47547 0.14088 0.05 0.04 -0.01 0.128
H -3.12471 -0.86211 0.89789 0.09 0.14 0.05 0.086
H -3.48630 -2.42633 1.55980 0.01 -0.08 -0.01 0.121
H -4.46890 -1.30437 -1.11868 0.01 -0.06 0.04 0.067
H -5.43603 -1.73059 0.29413 0.07 0.01 -0.02 0.084
H -4.66341 -2.99300 -0.66491 -0.02 0.03 0.03 0.079
H -2.48636 -0.14862 -1.67935 -0.09 -0.17 0.10 0.158
H -3.67554 2.25159 -2.12870 0.06 0.05 0.12 0.131
H -3.37526 4.69956 -1.02161 0.06 -0.11 0.03 0.117
H -1.34388 4.50469 0.72801 -0.02 -0.07 -0.06 0.123